ORCA calculation (ωB97M-V with the def2-TZVPD basis set) on a structure of composition C12H24N2O15Ti.

The geometry in XYZ format:
```
54
Properties=species:S:1:pos:R:3:forces:R:3:lowdin_spin:R:1
H -2.022 4.564 -1.906 0.1 0.2 0.1 0.00
C -3.582 0.383 -1.469 0.2 0.4 0.2 0.00
O 0.265 1.727 -1.589 0.0 -0.6 1.0 0.05
O 0.745 2.028 -3.743 -0.2 0.6 -0.7 0.01
H 1.907 1.393 6.225 0.1 -0.1 -0.2 0.00
C 0.477 -0.345 -4.055 -0.2 -0.9 -0.3 0.00
O -1.566 -2.399 -1.756 -0.2 -0.4 0.1 0.01
H -2.868 1.129 -1.829 0.0 -0.1 0.1 0.00
O 2.734 -2.424 0.223 -0.4 0.0 0.0 0.01
O -1.391 -0.585 -0.417 0.5 0.2 0.2 0.07
O 0.564 -0.242 4.694 0.5 0.4 0.3 0.00
N 0.989 3.162 1.568 0.3 0.3 0.0 0.04
O 1.267 4.361 1.728 -0.4 -0.6 0.0 0.04
C -1.260 3.877 -1.554 0.1 -0.2 0.1 0.00
H -4.530 0.565 -1.966 -0.1 -0.4 -0.1 0.00
C -0.284 -2.928 -1.344 0.1 0.1 -0.2 0.00
H 0.489 -2.263 -1.721 0.1 0.1 0.1 0.00
C 0.151 2.351 -2.604 0.5 0.1 -0.3 0.03
H -0.734 1.337 4.577 0.0 0.2 0.4 0.00
H -0.205 -2.984 -0.264 -0.2 0.2 0.1 0.00
C -1.957 -1.258 -1.237 -0.2 0.1 -0.2 0.03
O -0.262 -0.194 2.627 0.1 0.0 -0.6 0.05
H 1.882 0.609 -2.772 0.2 0.0 -0.2 0.00
C 0.293 -2.819 2.392 -0.3 -1.0 0.4 0.01
H 0.026 -0.261 -5.047 -0.1 0.2 0.1 0.00
O -0.198 2.783 1.309 0.2 0.1 0.0 0.02
C 0.338 1.190 4.731 -0.2 -0.1 -0.5 0.00
C 1.444 0.767 -3.760 -0.1 -0.3 0.8 0.00
O -3.127 -0.931 -1.793 -0.4 0.1 -0.3 0.01
O 0.648 -2.051 3.549 -0.1 -0.1 -0.2 0.00
O 2.497 -0.280 -0.086 -0.6 -0.6 -0.2 0.05
H -3.694 0.492 -0.391 0.0 0.0 0.0 0.00
H -0.310 -4.243 -3.035 -0.4 -0.2 0.0 0.00
H 0.859 2.796 5.996 0.1 -0.1 0.1 0.00
H 2.211 0.857 -4.520 0.0 0.1 0.0 0.00
O 2.678 -1.627 -1.781 -0.3 0.0 0.0 0.01
C 0.297 -0.778 3.525 -0.4 -0.2 0.1 0.01
H -0.692 -5.062 -1.425 -0.5 0.1 -0.4 0.00
O 1.878 2.268 1.614 -0.6 0.0 -0.3 0.01
H 0.261 1.396 6.876 0.1 -0.1 0.0 0.00
H -0.572 4.311 -0.833 -0.1 0.2 0.0 0.00
H 0.961 -1.328 -4.031 0.3 0.2 0.0 0.00
O -0.538 3.477 -2.732 -0.3 0.0 -0.4 0.01
H -1.734 3.021 -1.073 0.1 0.0 0.0 0.01
H 0.791 1.664 3.856 0.3 -0.2 0.1 0.00
Ti 0.355 0.687 0.438 0.3 0.3 0.6 2.47
C 0.883 1.704 6.033 -0.5 0.5 0.2 0.00
H -0.456 -3.565 2.694 0.1 0.2 0.2 0.00
H 1.189 -3.358 2.107 0.1 0.2 -0.4 0.00
H -0.152 -2.223 1.607 0.4 0.3 -0.1 0.01
H -0.305 -0.433 -3.297 0.0 0.3 0.0 0.00
N 2.604 -1.463 -0.547 0.9 0.5 0.0 0.01
C -0.147 -4.289 -1.962 1.2 -0.1 0.3 0.00
H 0.906 -4.568 -1.828 -0.1 0.1 -0.1 0.00
```
Positions in Å, forces in eV/Å.

2S+1 = 4
⟨S²⟩ = 3.7535
net charge = -1
HOMO-LUMO gap (spin up / spin down) = 3.443 / 8.385 eV
lowest unoccupied orbital energy (spin up / spin down) = 2.661 / 2.587 eV